# 1
{
  "formula": "C3H6ClP",
  "method": "the ωB97M-V functional and the def2-TZVPD basis",
  "multiplicity": 3,
  "charge": 0,
  "mol_weight_g_mol": 108.5,
  "e_lumo_ev": [0.965, -2.229],
  "e_homo_ev": [-6.70, -9.89],
  "energy_ev": -25015.5597,
  "gap_ev": [7.669, 7.658],
  "de_lowest_kcal_mol": 0.0,
  "species": ["C", "C", "C", "P", "Cl", "H", "H", "H", "H", "H", "H"],
  "coordinates": [[1.04, 0.01, -0.21], [-1.40, 0.36, 0.36], [-0.41, -0.35, -0.52], [2.17, -1.26, 0.33], [1.44, 1.63, -0.26], [-2.24, 0.63, -0.27], [-0.89, 1.28, 0.81], [-1.97, -0.16, 1.08], [-0.41, -1.42, -0.46], [-0.66, -0.24, -1.55], [3.32, -0.49, 0.70]]
}

# 2
{
  "formula": "C3H6ClPS2",
  "method": "the ωB97M-V functional and the def2-TZVPD basis",
  "multiplicity": 1,
  "charge": 0,
  "mol_weight_g_mol": 172.6,
  "e_lumo_ev": [-1.456, -1.456],
  "e_homo_ev": [-8.58, -8.58],
  "energy_ev": -46689.3467,
  "gap_ev": [7.126, 7.128],
  "de_lowest_kcal_mol": 35.7,
  "species": ["C", "C", "C", "P", "S", "S", "Cl", "H", "H", "H", "H", "H", "H"],
  "coordinates": [[-0.16, 0.96, -0.11], [0.49, -0.18, 0.65], [1.53, -0.67, -0.30], [-2.93, 0.00, 0.59], [-1.71, 1.62, 0.76], [-0.59, -1.59, 1.08], [-3.11, -0.36, -1.40], [0.48, 1.74, -0.08], [-0.48, 0.79, -1.13], [1.10, 0.02, 1.48], [2.08, 0.21, -0.48], [1.03, -1.15, -1.23], [2.27, -1.38, 0.16]]
}

# 3
{
  "formula": "C3H6CuO3",
  "method": "the ωB97M-V functional and the def2-TZVPD basis",
  "multiplicity": 2,
  "charge": 2,
  "mol_weight_g_mol": 153.6,
  "e_lumo_ev": [-12.033, -15.662],
  "e_homo_ev": [-20.87, -20.84],
  "energy_ev": -53967.1533,
  "gap_ev": [8.837, 5.178],
  "de_lowest_kcal_mol": 20.0,
  "species": ["H", "C", "C", "H", "H", "H", "H", "O", "C", "O", "O", "Cu", "H"],
  "coordinates": [[-1.12, 0.59, 1.83], [-0.06, 0.77, 1.60], [0.55, -0.42, 0.90], [0.47, 0.91, 2.55], [0.04, 1.69, 1.01], [0.40, -1.35, 1.44], [1.62, -0.33, 0.71], [-0.22, -0.75, -0.39], [0.29, -0.17, -1.48], [1.20, 0.59, -1.47], [-0.72, -0.30, -2.38], [-1.83, -1.44, -1.14], [-0.62, 0.22, -3.19]]
}